Density functional theory data (the ωB97M-V functional and the def2-TZVPD basis) for a cluster of 14 separate species, C3H32O16 in total in a non-equilibrium geometry.

XYZ file:
```
51
Properties=species:S:1:pos:R:3:forces:R:3:lowdin_charge:R:1
O -0.9417 -0.3896 -0.1175 -0.2 0.5 0.6 0.088
C -0.3984 0.2699 0.7277 2.2 -0.7 3.1 -0.484
O 0.3592 1.3413 0.4842 0.0 0.1 0.5 0.117
C -0.4056 -0.0314 2.2284 -0.1 -0.1 0.6 -0.029
C 0.0895 0.9853 3.2703 -0.5 1.2 0.2 -0.266
O 0.9103 0.3905 4.2546 -0.1 -0.3 -0.1 -0.094
H 0.1148 1.8353 -0.3272 1.3 -0.2 -0.8 0.078
H 0.2099 -0.8945 2.4487 0.1 -0.3 -0.5 0.086
H -1.3919 -0.2927 2.6279 -0.1 -0.3 -1.0 0.138
H -0.8477 1.4353 3.6984 1.0 -0.5 0.3 0.131
H 0.6062 1.8471 2.8755 0.2 0.1 -0.6 0.105
H 1.8531 0.4556 3.9464 -0.8 0.2 0.0 0.043
H -1.7369 3.3187 -0.7918 1.5 2.1 1.2 0.003
H -0.8814 4.0409 0.1608 0.5 0.7 -0.1 0.079
O -1.0482 4.0378 -0.7948 -0.5 0.9 3.6 -0.100
H -3.7236 -0.6245 -1.8001 0.9 0.0 0.7 0.028
H -4.8160 -0.2772 -0.8784 0.0 0.4 0.5 0.057
O -3.8570 -0.1720 -0.9288 -0.9 -0.1 -1.0 -0.066
H 3.3389 0.1785 2.0806 0.4 0.7 1.0 0.027
H 3.7239 1.4928 2.7677 -0.2 -0.4 0.3 0.068
O 3.2581 0.6625 2.9610 0.0 -0.2 -0.7 -0.085
H -2.6153 2.5361 -1.5763 0.1 0.0 -1.0 0.064
H -2.1399 2.3595 -3.0091 -0.2 0.0 -0.2 0.101
O -1.9693 2.8898 -2.2201 -2.7 -2.2 -4.1 -0.094
H 0.0713 -2.8144 -1.1976 -0.8 0.2 -0.2 0.019
H -0.3782 -1.3764 -1.0869 -0.5 -0.1 -0.3 -0.024
O -0.6087 -2.1920 -1.5521 1.3 -1.7 -1.0 -0.098
H -2.2133 -2.4368 -2.5582 0.1 0.4 0.4 0.023
H -3.6814 -2.7687 -2.2468 0.2 0.1 -0.1 0.061
O -3.1171 -2.0895 -2.6406 -0.5 -0.5 -0.5 -0.065
H 3.5494 -0.5173 0.0742 1.2 0.6 0.2 0.017
H 3.4877 0.9261 0.2862 0.5 0.3 0.1 0.053
O 4.0863 0.2076 0.5528 -1.6 -0.7 -0.8 -0.097
H 0.6156 -0.0500 -3.0861 -0.3 -0.5 0.2 0.023
H 0.6847 -1.6305 -3.1848 -0.7 0.2 0.4 0.021
O 1.0484 -0.8002 -3.5049 1.0 0.4 -0.4 -0.045
H -2.8807 1.3229 -0.3609 0.4 -0.9 0.5 0.048
H -1.3251 1.2973 -0.0744 -2.2 0.6 -1.1 -0.016
O -2.1312 1.8076 0.0376 -1.7 1.1 0.7 -0.055
H 1.6296 -2.3191 2.5050 0.0 0.1 0.3 0.062
H 0.3753 -3.0938 3.0365 0.1 0.2 0.2 0.082
O 1.1295 -3.1362 2.4428 -0.1 -0.5 0.1 -0.017
H 0.3985 2.2045 -2.7512 0.5 0.0 -0.1 0.039
H -0.2806 2.9693 -1.6603 1.1 0.8 -0.2 -0.024
O 0.6208 2.6325 -1.9162 -0.2 -1.0 -0.4 -0.076
H 2.2674 -2.1065 -0.8074 0.2 0.3 0.1 0.025
H 2.3131 -0.9174 -1.7934 0.3 -0.1 -0.1 0.044
O 2.8057 -1.3285 -1.0613 -0.8 -0.6 -0.3 -0.043
H 1.6599 -4.2584 -0.3119 -0.1 0.2 0.0 0.091
H 0.9708 -3.5007 0.8682 0.3 0.3 -0.5 0.034
O 1.2115 -3.4267 -0.0962 0.4 -1.0 0.2 -0.076
```
Forces are in eV/Å.

Maximum force   5.40 eV/Å
Gap between HOMO and LUMO   0.376 hartree
Electronic energy   -1337.23414 Ha
HOMO level   -10.3 eV

***

Density functional theory data (the ωB97M-V functional and the def2-TZVPD basis) for a cluster of 13 separate species, C3H33N2O13 in total in a non-equilibrium geometry.

XYZ file:
```
51
Properties=species:S:1:pos:R:3:forces:R:3:lowdin_charge:R:1
C 0.9294 1.8296 0.9102 0.0 2.9 -0.9 -0.206
N 1.1017 1.0292 -0.2756 -1.1 -1.1 -0.6 -0.037
C 0.0463 -0.0053 -0.5139 1.0 0.2 1.7 -0.329
O 0.0672 -0.9686 0.4813 0.1 -0.9 -0.9 -0.336
C 1.0133 3.3526 0.4351 -0.1 -0.5 0.0 -0.245
N 0.1273 3.5450 -0.7545 0.9 -0.4 -0.3 -0.023
H -0.0785 1.9136 1.3150 -0.1 -1.3 0.1 0.089
H 1.6527 1.6209 1.6790 0.2 -0.1 0.4 0.097
H 1.9225 0.4470 -0.2432 0.5 0.3 0.4 0.078
H -0.9334 0.4765 -0.4758 0.1 0.2 -0.7 0.094
H 0.3557 -0.4260 -1.4659 -0.7 0.0 -0.3 0.068
H 0.7032 4.0487 1.2163 -0.1 -0.2 0.2 0.087
H 2.0130 3.6691 0.1283 0.2 -0.2 0.1 0.087
H 0.8067 3.3986 -1.5011 -0.3 0.5 -0.3 0.041
H -0.3687 2.6668 -0.9099 -0.4 0.1 0.5 0.023
H 3.1448 0.9153 -2.8138 0.1 0.7 -0.1 0.035
H 2.6792 -0.4655 -2.6407 -0.1 0.0 -0.6 -0.001
O 2.7006 0.2449 -3.3311 0.2 -0.7 0.6 -0.080
H 3.0608 -1.6232 2.3140 -0.5 0.3 0.0 0.012
H 2.9073 -0.8555 3.6346 -0.1 -0.1 0.0 0.036
O 3.0716 -0.7265 2.6961 0.5 0.0 0.0 -0.079
H -3.8141 -1.3504 -0.3987 -0.1 0.1 0.1 0.018
H -3.0019 -2.5876 -0.6977 0.2 0.0 0.1 -0.014
O -3.9144 -2.2783 -0.6192 -0.1 0.0 -0.3 -0.062
H -2.4204 -1.5950 2.0302 -0.2 -0.3 0.3 0.039
H -1.1483 -1.7829 1.2760 -0.3 -0.4 0.0 -0.018
O -1.7941 -2.3027 1.8358 0.1 0.5 -0.4 -0.092
H 0.7310 0.0433 -3.3361 0.0 0.4 -0.3 0.011
H 0.0234 1.3855 -3.3547 0.2 0.0 0.0 0.053
O -0.0819 0.4733 -3.6469 -0.1 0.2 -0.2 -0.064
H -1.8259 0.4018 -3.2950 -0.2 -0.4 0.2 -0.014
H -2.6951 -0.6494 -2.5954 0.0 -0.1 0.0 0.016
O -2.7255 0.2487 -2.9409 0.0 0.3 0.1 -0.082
H 1.0847 -2.0461 0.8209 0.0 0.1 0.4 -0.018
H 1.7857 -3.5060 0.8835 -0.2 0.0 0.0 0.038
O 1.6830 -2.6772 1.3587 0.5 -0.2 -0.2 -0.114
H -1.1264 1.0471 3.4858 -0.2 0.1 -0.2 -0.006
H -2.0333 1.5690 2.3939 -0.1 0.1 0.1 -0.022
O -1.7218 1.7935 3.2818 0.0 -0.1 0.1 -0.100
H 0.8329 0.0443 2.9237 0.1 -0.1 -0.1 0.011
H -0.0349 -1.0532 2.3582 0.0 0.5 0.2 0.003
O -0.0153 -0.3875 3.0669 0.3 -0.1 0.8 -0.078
H -0.4070 -2.6130 -0.4821 -0.6 0.2 0.7 -0.004
H -1.4384 -3.8227 -0.2829 0.4 0.2 0.6 0.042
O -1.0647 -3.1942 -0.9037 0.0 -0.3 -1.2 -0.066
H -2.7612 2.8105 0.3325 0.1 0.0 -0.1 0.056
H -2.8263 1.4205 -0.3243 0.0 0.1 -0.2 0.025
O -2.7928 1.8684 0.5286 -0.1 -0.1 0.0 -0.048
H 2.5731 -1.4665 -0.5340 -0.6 -0.6 0.3 0.049
H 1.6114 -2.2079 -1.5933 -0.1 0.0 0.7 0.063
O 2.3959 -1.6726 -1.4561 1.0 0.1 -0.9 -0.034
```
Forces are in eV/Å.

Maximum force   3.06 eV/Å
Gap between HOMO and LUMO   0.310 hartree
Electronic energy   -1221.78744 Ha
Total charge   -1
HOMO level   -5.9 eV